# 1
23
Properties=species:S:1:pos:R:3:forces:R:3:mulliken_charge:R:1 method="wB97M-V/def2-TZVPD" de_lowest_kcal_mol=154.46 homo_energy_ev=-7.94 gap_ev=7.44
C -1.27724 0.96790 2.12375 0.0 -0.7 0.0 -0.92
C 0.62954 2.44225 -0.57739 0.0 0.4 1.0 -1.23
C -1.12585 -0.16916 -0.13901 -0.8 0.4 2.2 -0.62
C -0.64131 1.96323 2.78318 1.7 0.8 -4.4 -0.54
C -0.74518 0.86223 0.82501 0.5 0.6 -0.2 0.94
C 0.18393 1.95232 0.66842 -0.6 0.0 -1.0 0.08
C -1.27267 0.07847 -1.59846 0.0 0.2 1.0 0.40
C -0.26240 -0.86634 -1.22391 0.8 -1.6 -0.9 1.30
C 1.17797 -0.47152 -1.38999 0.2 0.5 0.2 -1.00
C -0.59490 -2.34287 -1.33861 0.1 -1.2 0.5 -1.27
N 0.21886 2.57199 1.92317 0.9 2.5 0.3 -0.08
O -1.72483 0.87919 -2.32798 -0.7 0.5 -1.3 -0.53
H -2.06367 0.51784 2.68813 -0.4 -1.1 -0.5 0.39
H 1.16004 3.44332 -0.50721 -0.4 -0.8 0.4 0.18
H -1.80501 -0.79325 0.46259 0.1 -0.4 -1.1 0.29
H -0.85958 2.28967 3.69213 -0.5 1.6 3.8 0.55
H 1.80155 -1.16307 -0.86690 0.3 -0.5 1.0 0.38
H 1.15438 0.51148 -0.91194 1.1 -0.1 -0.5 0.09
H 1.69865 -0.42553 -2.36119 -1.2 0.2 -0.1 0.31
H -0.64385 -2.57341 -2.41756 -0.1 -0.2 0.5 0.32
H -1.60607 -2.54788 -0.83974 1.5 -0.1 -0.8 0.33
H 0.25467 -3.01664 -0.88521 -1.7 1.4 -0.6 0.31
H 0.57820 3.58265 1.91243 -0.7 -2.3 0.7 0.33

***

# 2
16
Properties=species:S:1:pos:R:3:forces:R:3:mulliken_charge:R:1 method="wB97M-V/def2-TZVPD" de_lowest_kcal_mol=37.41 homo_energy_ev=-9.33 gap_ev=10.28 smiles="O=CN1CCCC1"
O 2.17341 -1.06800 -1.88649 0.5 -0.4 0.3 -0.42
C 1.22369 -0.60689 -1.33570 -0.8 0.8 -0.8 0.09
N 0.74667 -0.92304 -0.04493 0.4 0.0 0.0 -0.19
C 0.92062 0.25311 0.85870 -0.4 -0.9 -0.6 -0.73
C -0.25224 1.20569 0.50674 1.6 0.3 1.0 -0.49
C -1.36886 0.29971 0.02083 0.1 -0.3 -0.2 -0.46
C -0.71936 -1.11779 -0.00810 0.7 1.0 0.6 -0.71
H 0.62793 0.17321 -1.88329 0.0 -0.2 0.1 0.29
H 1.91299 0.67822 0.77161 0.1 0.1 -0.1 0.41
H 0.82543 -0.18932 1.84472 -0.1 0.3 0.4 0.30
H -0.42345 1.76497 1.41910 -0.7 0.2 0.1 0.34
H 0.15534 1.94431 -0.18366 -0.5 -0.1 -0.4 0.29
H -2.21082 0.29880 0.70847 -0.1 0.1 -0.1 0.33
H -1.71609 0.57962 -0.96812 -0.1 0.1 -0.1 0.27
H -0.83739 -1.53559 0.99192 -0.5 -0.5 -0.3 0.29
H -1.05787 -1.75703 -0.81181 -0.1 -0.3 0.1 0.41

***

# 3
16
Properties=species:S:1:pos:R:3:forces:R:3:mulliken_charge:R:1 method="wB97M-V/def2-TZVPD" de_lowest_kcal_mol=33.70 homo_energy_ev=-10.21 gap_ev=10.60 smiles="CNC(=O)O.O.O"
C -1.54776 -0.43532 -1.91098 -1.3 -2.2 -1.6 -0.75
N -1.10425 -0.21878 -0.52811 1.3 2.1 -2.6 -0.17
C 0.20707 0.13887 -0.43912 -2.9 0.2 -2.9 0.63
O 0.94519 -0.15904 0.42050 2.6 -1.2 3.4 -0.65
O 0.55229 0.81013 -1.53301 5.2 0.9 -0.2 -0.49
H -1.37044 0.49194 -2.65045 -0.9 -2.3 2.1 0.23
H -1.00966 -1.37310 -2.36016 -0.3 1.9 0.6 0.27
H -2.60590 -0.93035 -1.87072 1.5 1.8 -0.2 0.30
H -1.39535 -0.74418 0.22313 -1.2 -1.6 1.5 0.26
H 1.64076 0.91765 -1.46055 -4.2 -0.2 -0.3 0.39
O -0.40027 -2.29240 2.30264 1.0 -3.0 1.7 -0.65
H 0.42602 -2.81393 2.58124 -2.0 1.1 -0.6 0.32
H -0.03327 -1.56188 1.87238 1.1 2.0 -1.2 0.32
O 1.13938 2.38358 1.16390 -0.1 -2.7 0.9 -0.64
H 1.72113 1.59516 0.96003 -0.3 1.6 -0.1 0.34
H 0.50783 1.79064 1.67014 0.5 1.6 -0.5 0.31

***

# 4
76
Properties=species:S:1:pos:R:3:forces:R:3:mulliken_charge:R:1 method="wB97M-V/def2-TZVPD" homo_energy_ev="-11.16 / -10.62" gap_ev="4.03 / 3.22" total_charge=+2
C 0.41289 8.15061 1.55772 0.1 -4.2 -0.6 -0.34
C 1.56472 8.40275 0.85581 2.8 -0.7 -2.0 0.68
H 0.45365 7.55190 2.49054 0.2 1.8 0.7 0.30
H -0.52578 7.87342 1.07561 -0.4 1.1 -0.3 0.23
C 2.57859 8.03866 -0.04978 -1.6 3.9 0.7 1.12
C 2.87978 6.84997 -0.70027 -2.6 -3.8 0.7 -1.21
H 2.61255 5.94847 -0.08838 0.9 0.5 -0.3 0.38
H 2.35455 6.61571 -1.63563 1.1 0.7 -0.5 0.35
C 1.71178 9.82053 1.37631 -0.5 0.9 1.2 -1.54
H 0.98029 10.08023 2.14954 -0.2 0.3 0.3 0.37
H 1.50856 10.50472 0.53375 -0.1 -0.3 0.6 0.42
H 2.71207 9.91625 1.81378 -0.4 0.2 0.1 0.39
C 3.42614 9.27373 -0.42950 -0.3 -1.1 -0.3 -1.26
H 3.99691 9.49149 0.48652 0.2 0.4 -0.6 0.35
H 2.73753 10.08281 -0.70753 0.8 -0.1 0.0 0.29
H 4.09652 9.05830 -1.27061 -0.1 0.0 0.4 0.38
Mg -0.19884 1.20158 -0.73808 0.0 0.5 0.4 0.86
O 0.71098 2.96738 -0.60108 -1.6 -1.2 -0.6 -1.03
C -0.34505 3.68656 -0.90877 2.4 0.8 2.8 0.66
O -0.77841 1.53645 -2.62053 0.0 2.8 -1.6 -0.55
C -0.80405 2.73723 -3.08116 0.8 -2.0 3.3 0.61
O -1.07707 3.02594 -4.31559 -0.2 0.9 -0.3 -0.37
N -0.55375 3.84799 -2.28337 -1.0 -0.7 -2.7 0.55
C -1.17017 4.49402 -4.43347 -0.2 0.1 -0.8 -0.38
C -0.89303 5.06640 -3.04197 0.2 -0.2 0.9 -0.37
H -2.19153 4.73619 -4.77905 0.6 -0.3 0.1 0.30
H -0.42672 4.83168 -5.18283 -0.5 -0.4 0.4 0.31
H -1.77275 5.54721 -2.58481 0.3 0.0 -0.3 0.42
H -0.03071 5.75498 -3.05615 -0.4 -0.2 0.1 0.07
C -0.99895 4.43032 0.07181 0.3 2.0 -1.8 -0.03
C -0.65398 4.35006 1.49788 0.8 4.9 -1.3 -0.96
H -1.00502 5.52682 -0.37823 -1.8 -1.8 1.0 -0.07
H 0.39394 4.69605 1.45379 1.0 -2.0 0.9 0.21
H -0.99408 5.33523 2.04724 -0.8 -2.3 -0.5 0.27
F 2.24472 -4.63503 -1.87842 -0.6 0.1 0.8 -0.35
C 1.32324 -4.34695 -0.89192 0.3 0.3 -0.4 0.43
C 1.13385 -3.03353 -0.56016 -0.4 -0.5 0.3 -0.97
C 0.09166 -2.69004 0.32906 0.0 -0.9 0.0 0.36
C -0.22751 -1.31384 0.53528 -0.2 1.4 -0.1 1.79
O 0.51168 -0.40095 0.01640 -0.2 -1.3 0.3 -1.21
C -1.43187 -1.01859 1.25116 -0.2 -0.5 0.0 -0.24
C -2.16508 -2.04547 1.81612 1.0 -0.1 -0.2 -0.22
N -1.77147 -3.35568 1.76826 1.2 1.6 -1.8 0.18
C -2.40512 -4.31428 2.58298 -0.9 -1.1 0.9 -0.18
C -3.04548 -3.87435 3.86984 0.1 -0.1 0.5 -0.72
C -3.90120 -4.32139 2.72776 -0.4 -0.3 -0.2 -0.59
C -0.72659 -3.70455 0.88862 -0.4 0.3 0.3 -0.46
C -0.52701 -5.03807 0.51938 1.0 -0.4 -0.5 0.02
C 0.53440 -5.38902 -0.35365 -0.7 0.9 0.6 0.20
N 0.73467 -6.70911 -0.70155 -0.2 -0.6 -0.2 0.13
C -0.40713 -7.58109 -0.88044 0.0 0.2 0.0 -0.85
C -0.21715 -8.81487 -0.01821 -0.4 0.5 0.2 -0.61
N 1.10199 -9.39556 -0.38824 0.0 -1.3 -0.4 -0.10
C 2.31036 -8.53115 -0.43696 0.3 0.8 0.3 -0.79
C 1.96671 -7.27042 -1.22051 -0.1 0.2 -0.2 -0.70
C -1.93367 0.40970 1.45247 0.0 0.9 -0.8 0.22
O -2.50883 0.63169 2.50836 0.2 0.1 -0.8 -0.66
O -1.70943 1.23712 0.44665 -0.4 -1.3 1.6 -0.83
H 1.74090 -2.24927 -0.99616 -0.1 -0.1 0.0 0.56
H -3.09199 -1.84937 2.35722 0.5 0.2 -0.1 0.63
H -1.91925 -5.28875 2.60696 0.0 0.5 0.0 0.65
H -2.95785 -4.57212 4.71141 0.0 0.5 -0.3 0.27
H -3.03208 -2.80620 4.11477 0.1 -0.6 0.0 0.25
H -4.46897 -3.56060 2.18153 0.2 -0.4 0.2 0.24
H -4.36543 -5.30781 2.83246 0.0 0.5 -0.2 0.29
H -1.20046 -5.81386 0.89185 0.4 0.4 -0.1 0.03
H -0.49396 -7.86816 -1.94978 0.0 0.0 0.3 0.25
H -1.32044 -7.05165 -0.59802 0.1 -0.3 -0.2 0.45
H -0.18422 -8.58144 1.04823 0.0 0.1 -0.1 0.38
H -0.99457 -9.55968 -0.21179 0.3 -0.1 0.1 0.41
H 1.29881 -10.19563 0.21746 0.0 -0.1 -0.2 0.35
H 0.98516 -9.73381 -1.34429 0.0 -0.5 0.0 0.42
H 3.10992 -9.09247 -0.93029 -0.2 0.0 0.1 0.41
H 2.59993 -8.31550 0.59331 0.0 0.1 -0.1 0.36
H 1.82427 -7.52936 -2.28923 0.2 0.1 0.3 0.33
H 2.78289 -6.55051 -1.14143 -0.1 -0.3 -0.1 0.47